115
Properties=species:S:1:pos:R:3:forces:R:3 method="wB97M-V/def2-TZVPD" charge=0 de_lowest_kcal_mol=0.0 homo_energy_ev=-8.58 e_tot_ev=-77548.773
C 4.583 -0.695 2.178 -0.45 -0.09 0.06
C 3.751 -0.117 1.054 0.20 -0.31 -0.29
O 2.583 -0.926 0.878 0.02 0.23 0.20
B 1.396 -0.351 0.544 -0.03 0.02 -0.47
O 1.295 0.632 -0.428 -0.06 0.00 0.24
C 0.147 -0.937 1.402 0.36 -0.67 -0.48
C 0.664 -0.716 2.805 0.02 -0.27 0.14
O 1.500 0.130 3.026 0.09 0.48 0.36
N 0.203 -1.520 3.833 -0.57 0.42 -0.11
C 0.530 -1.103 5.136 0.45 -0.43 -0.08
O 1.471 -1.444 5.751 0.17 0.09 0.18
F -0.382 -0.270 5.643 -0.07 0.06 0.27
C -1.309 -0.421 1.118 -0.28 0.05 -0.92
C -1.560 0.999 0.602 -0.01 0.34 0.23
C -1.262 2.154 1.525 0.06 0.07 -0.01
C 0.020 2.529 1.911 -0.08 0.06 0.01
C 0.234 3.585 2.780 -0.16 -0.02 0.02
C -0.826 4.325 3.291 0.04 -0.13 -0.15
C -0.591 5.449 4.250 0.37 -0.20 0.09
C -2.105 3.980 2.875 0.12 0.02 0.08
C -2.315 2.919 2.013 -0.06 0.24 0.07
P -2.559 -0.978 2.435 0.49 -0.34 0.46
C -2.489 0.233 3.816 -0.16 0.29 -0.47
C -4.215 -0.797 1.632 -0.18 0.19 0.32
C -5.185 0.199 2.266 0.14 0.08 -0.51
N -1.650 -1.335 -0.008 -0.80 0.26 0.21
C -1.316 -2.611 0.390 0.28 0.52 0.42
O -1.971 -3.612 0.297 -0.12 -0.55 -0.54
C 0.129 -2.431 0.854 -0.11 -0.46 -0.07
O 0.781 -2.380 -0.459 0.25 0.34 0.64
C 0.743 -3.572 1.689 -0.15 -0.10 -0.29
C 1.357 -4.641 0.791 0.16 -0.22 0.41
C -0.262 -4.262 2.634 0.57 0.14 0.34
C 0.373 -4.680 3.960 0.12 0.28 -0.02
H 4.386 -1.762 2.214 0.17 -0.22 -0.02
H 4.270 -0.284 3.132 0.10 0.06 0.20
H 5.640 -0.531 2.009 0.19 0.11 0.08
H 3.485 0.917 1.262 -0.15 0.14 0.04
H 4.326 -0.132 0.139 0.12 0.01 -0.44
H 1.497 1.524 -0.136 0.09 0.08 -0.20
H -0.755 -1.838 3.690 -0.02 -0.21 0.09
H -2.630 1.062 0.408 -0.21 -0.09 -0.14
H -1.088 1.147 -0.363 0.36 -0.15 -0.11
H 0.882 1.985 1.574 0.06 -0.13 0.06
H 1.244 3.819 3.077 0.16 0.07 0.06
H -0.692 6.420 3.776 -0.19 0.18 -0.05
H 0.422 5.387 4.636 0.19 0.06 0.07
H -1.250 5.380 5.108 -0.27 0.13 0.07
H -2.943 4.547 3.251 -0.20 0.05 0.01
H -3.330 2.695 1.725 -0.13 -0.14 -0.13
H -2.575 -0.298 4.754 -0.03 -0.04 0.15
H -3.252 0.999 3.768 -0.13 0.13 -0.03
H -1.539 0.752 3.771 0.16 0.05 0.19
H -4.649 -1.789 1.690 -0.04 -0.24 -0.12
H -4.128 -0.552 0.578 0.08 -0.03 -0.18
H -5.150 0.203 3.347 -0.14 -0.08 0.22
H -4.979 1.202 1.906 0.13 0.25 0.13
H -6.190 -0.026 1.929 -0.25 -0.11 0.11
H -2.560 -1.217 -0.432 -0.10 -0.08 0.13
H 0.212 -2.862 -1.065 0.17 -0.01 -0.30
H 1.568 -3.165 2.265 0.05 0.25 0.19
H 0.623 -5.064 0.113 -0.06 0.03 -0.26
H 2.239 -4.295 0.269 0.00 0.12 -0.28
H 1.676 -5.451 1.443 0.08 -0.19 0.07
H -1.117 -3.621 2.814 -0.29 -0.09 -0.03
H -0.591 -5.174 2.153 -0.54 0.03 -0.25
H 0.923 -5.609 3.855 0.06 -0.20 0.05
H 1.075 -3.934 4.318 0.15 0.16 0.06
H -0.371 -4.797 4.742 -0.17 -0.24 0.08
C -1.935 3.755 -4.403 -0.01 -0.04 -0.09
O -3.176 3.089 -4.447 -0.12 0.16 0.25
C -3.216 1.906 -3.670 0.13 -0.02 -0.18
C -4.558 1.709 -3.005 -0.07 -0.11 -0.03
O -4.815 2.578 -1.915 0.01 -0.08 0.15
C -5.112 3.939 -2.178 0.10 0.12 0.06
C -6.476 4.185 -2.778 -0.07 0.12 -0.18
O -6.521 3.800 -4.140 0.10 -0.24 0.08
C -7.770 3.288 -4.544 0.00 0.08 -0.05
H -1.162 3.206 -4.953 0.03 0.00 0.05
H -2.072 4.729 -4.869 0.00 -0.02 -0.05
H -1.600 3.906 -3.370 0.02 -0.02 0.00
H -2.438 1.926 -2.897 0.00 0.01 -0.01
H -3.027 1.050 -4.332 0.05 -0.09 0.13
H -4.544 0.710 -2.559 -0.02 -0.01 -0.03
H -5.365 1.730 -3.740 0.04 0.14 -0.04
H -4.332 4.412 -2.777 -0.05 -0.06 -0.14
H -5.106 4.416 -1.195 0.01 0.00 0.00
H -6.693 5.260 -2.708 -0.07 -0.03 0.13
H -7.229 3.636 -2.200 0.01 0.00 0.01
H -8.112 2.495 -3.869 -0.02 0.01 0.02
H -7.642 2.863 -5.537 0.00 0.05 -0.03
H -8.535 4.073 -4.588 -0.02 -0.03 0.03
C 2.850 -1.497 -2.817 0.07 -0.13 -0.38
O 4.083 -1.527 -3.515 -0.03 -0.10 0.22
C 4.773 -0.293 -3.505 -0.16 -0.03 -0.22
C 6.260 -0.486 -3.335 0.07 0.05 -0.03
O 6.649 -0.868 -2.025 0.09 0.06 0.06
C 6.380 -2.189 -1.587 -0.13 0.00 0.12
C 7.242 -3.255 -2.218 -0.05 -0.20 -0.09
O 6.861 -3.512 -3.558 0.02 0.26 -0.05
C 7.939 -3.845 -4.400 -0.05 -0.08 0.01
H 2.103 -0.891 -3.344 0.01 0.03 0.06
H 2.490 -2.522 -2.748 0.02 -0.02 -0.07
H 2.973 -1.117 -1.809 0.01 0.16 0.27
H 4.407 0.351 -2.700 -0.05 0.02 0.09
H 4.592 0.219 -4.461 0.03 0.11 0.06
H 6.729 0.490 -3.487 0.02 -0.02 -0.01
H 6.656 -1.165 -4.093 -0.10 -0.11 0.05
H 5.320 -2.437 -1.682 0.03 -0.03 -0.15
H 6.620 -2.178 -0.521 0.00 0.01 0.01
H 7.125 -4.180 -1.637 0.12 0.04 0.08
H 8.292 -2.942 -2.173 0.00 0.01 0.01
H 8.746 -3.108 -4.323 0.02 -0.01 0.02
H 7.567 -3.843 -5.423 -0.03 -0.05 0.00
H 8.341 -4.839 -4.170 0.04 0.03 0.00

***

122
Properties=species:S:1:pos:R:3:forces:R:3 method="wB97M-V/def2-TZVPD" charge=0 de_lowest_kcal_mol=0.0 homo_energy_ev=-10.21 e_tot_ev=-84777.158
C 0.210 -4.839 -1.447 -1.01 1.92 1.08
C -1.141 -3.985 -1.446 1.50 -1.02 0.68
C -2.086 -4.375 -2.544 0.15 0.95 -0.43
O -3.115 -5.071 -1.879 -1.06 0.08 -1.07
C -2.941 -5.063 -0.559 -1.61 -1.87 1.81
O -3.684 -5.664 0.213 1.84 1.76 -1.56
O -1.830 -4.399 -0.249 0.02 0.50 0.49
H 0.742 -4.698 -2.369 0.28 -0.05 -0.43
H -0.042 -5.875 -1.250 -0.17 -0.20 -0.28
H 0.872 -4.513 -0.617 -0.40 -0.04 -0.54
H -1.089 -2.901 -1.493 0.83 0.05 0.65
H -1.562 -5.042 -3.165 0.26 -1.08 -1.13
H -2.358 -3.484 -3.176 -0.55 -0.95 0.83
C 2.371 1.340 0.269 -0.24 0.32 0.06
C 2.366 0.768 -1.107 0.34 0.11 -0.22
C 3.714 0.677 -1.828 -1.48 2.71 -1.95
O 3.961 -0.655 -2.064 0.53 -0.99 -0.14
C 2.933 -1.357 -1.621 -0.20 -4.93 1.65
O 2.920 -2.594 -1.498 -0.06 3.45 -0.92
O 1.953 -0.597 -1.118 -0.33 0.12 -0.40
H 2.769 2.350 0.201 0.23 0.02 0.19
H 2.959 0.766 0.979 0.21 -0.03 -0.01
H 1.353 1.425 0.638 -0.23 -0.11 0.14
H 1.731 1.368 -1.761 -0.50 -0.21 0.22
H 4.501 1.207 -1.351 0.89 0.01 0.61
H 3.500 1.195 -2.804 0.86 -0.49 0.62
C 2.926 1.837 4.164 0.50 -0.93 0.34
O 1.840 2.552 3.555 -0.03 -0.21 0.61
C 2.148 3.407 2.653 6.19 2.21 -4.36
O 3.411 3.679 2.161 -6.99 -1.40 3.01
O 1.046 3.935 2.103 -0.59 -1.20 1.90
C 1.160 4.736 0.986 2.75 1.19 -1.59
H 2.507 1.174 4.911 -0.49 0.02 -0.09
H 3.591 2.501 4.717 0.14 0.14 -0.63
H 3.416 1.164 3.427 -0.08 0.91 0.40
H 0.261 5.180 0.617 -1.21 -0.51 0.33
H 1.643 4.139 0.170 -0.33 0.82 0.54
H 1.777 5.627 1.239 0.05 -0.80 -0.44
C 5.907 -1.076 -6.771 0.42 -1.95 -1.00
O 5.236 -0.050 -6.085 -1.24 2.35 -0.01
C 4.028 -0.331 -5.607 -1.47 -8.70 0.93
O 3.649 -1.649 -5.386 1.69 7.37 -1.31
O 3.253 0.679 -5.362 2.52 1.14 -0.73
C 1.947 0.551 -4.916 -0.97 -0.25 -0.90
H 6.943 -0.908 -7.161 -1.14 1.23 0.45
H 5.290 -1.516 -7.587 0.32 0.54 0.58
H 6.046 -1.819 -6.037 0.13 -1.40 0.61
H 1.846 -0.182 -4.174 -0.12 -1.37 0.93
H 1.293 0.338 -5.763 -0.04 -0.12 0.15
H 1.692 1.490 -4.499 -0.29 1.06 0.28
C -0.669 0.652 3.656 0.79 -0.75 0.46
O -1.570 1.636 4.112 -2.65 0.76 1.67
C -2.682 1.226 4.753 -0.92 -6.65 1.99
O -2.862 -0.092 5.188 0.89 7.96 -2.64
O -3.600 2.201 4.891 2.48 0.05 -1.53
C -4.828 1.911 5.511 -0.02 -1.06 2.92
H 0.110 0.381 4.402 -0.58 0.41 -0.27
H -0.236 1.137 2.798 0.32 -0.37 -0.34
H -1.234 -0.239 3.431 0.04 -0.28 -0.35
H -5.331 2.847 5.928 0.78 -1.16 -1.26
H -4.495 1.310 6.394 -0.88 0.33 -0.33
H -5.422 1.239 4.899 -0.31 0.54 -0.10
C 1.409 7.167 3.238 0.59 1.73 -0.02
O 0.016 6.819 3.177 -0.39 -1.12 0.45
C -0.418 6.124 4.222 5.40 -3.71 5.34
O 0.422 5.558 5.204 -4.74 3.58 -5.81
O -1.698 5.942 4.217 -0.82 0.56 -0.47
C -2.264 5.065 5.184 -1.87 -1.06 0.62
H 1.617 7.776 2.307 -0.32 -0.85 1.06
H 2.162 6.365 3.371 -0.97 0.07 -0.16
H 1.439 7.831 4.112 0.67 -0.12 -0.30
H -3.387 4.953 5.101 1.15 1.00 -0.64
H -2.099 5.326 6.220 0.63 0.40 -0.02
H -1.962 4.055 5.001 0.82 -0.42 -0.04
C -2.160 3.469 1.486 -0.06 -2.79 0.67
O -1.826 3.124 0.111 -0.26 -0.08 -2.01
C -1.677 1.876 -0.297 2.13 -5.09 5.89
O -1.367 0.871 0.644 -1.81 5.33 -5.45
O -1.741 1.656 -1.602 -0.85 2.73 1.56
C -1.208 0.506 -2.165 2.48 -2.04 0.90
H -1.421 2.905 2.146 -1.27 1.13 -0.68
H -3.209 3.113 1.621 0.83 0.05 0.30
H -2.187 4.534 1.625 0.55 0.40 -0.40
H -1.957 -0.235 -2.403 -0.27 0.00 -0.03
H -0.457 0.068 -1.435 -1.05 0.19 -0.78
H -0.619 0.756 -3.051 -0.48 0.25 -0.07
C -3.356 -1.788 0.247 -1.28 -0.93 -1.18
C -4.428 -0.771 0.550 -1.20 0.24 -1.85
C -4.327 -0.181 1.904 -0.33 -0.23 2.02
C -5.449 0.724 2.272 -1.68 1.40 0.63
N -6.341 1.415 2.603 2.39 -1.80 -1.00
H -3.326 -2.519 1.028 -0.11 -0.68 0.41
H -2.391 -1.387 0.184 1.45 0.91 -0.14
H -3.571 -2.327 -0.726 0.10 0.59 1.03
H -5.396 -1.319 0.599 0.37 0.49 -0.78
H -4.448 0.048 -0.251 -0.22 -1.12 1.00
H -3.382 0.301 2.072 0.49 0.57 0.03
H -4.349 -1.016 2.647 -0.03 0.60 -0.34
C 0.642 -6.181 -6.508 0.37 1.13 0.03
C 0.089 -5.097 -5.540 -0.56 -1.00 -1.44
C 0.698 -3.744 -5.861 -2.51 0.50 1.40
C 0.062 -2.749 -4.958 0.91 -1.23 -2.02
N -0.474 -1.998 -4.300 -0.89 1.34 1.40
H 1.697 -6.373 -6.438 0.61 0.13 0.35
H 0.489 -5.845 -7.534 -0.08 0.30 -0.04
H 0.176 -7.131 -6.495 -0.79 -0.92 0.60
H 0.197 -5.201 -4.473 0.48 -0.85 0.27
H -0.995 -5.145 -5.699 0.04 0.57 -0.02
H 0.655 -3.419 -6.869 -0.30 0.23 -0.99
H 1.674 -3.734 -5.558 2.89 -0.12 0.50
C -0.325 -2.781 2.197 -0.76 0.91 0.37
C 0.577 -1.880 1.420 0.90 -0.83 0.89
C 2.048 -1.998 1.791 0.08 0.25 0.44
C 2.345 -1.663 3.173 -0.95 -0.69 -3.27
N 2.604 -1.327 4.209 0.85 1.04 3.77
H -0.237 -2.596 3.253 0.18 0.19 0.66
H -0.148 -3.812 2.066 0.16 -1.29 -0.45
H -1.357 -2.536 1.959 -0.07 -0.32 -0.11
H 0.220 -0.901 1.494 -0.24 1.86 0.57
H 0.524 -2.015 0.390 -0.16 -0.83 -2.00
H 2.672 -1.359 1.196 0.16 0.44 -0.41
H 2.481 -2.966 1.649 -0.15 -0.97 -0.36